(1)
# C2H4N4O

C2H4N4O in the gas phase in a non-equilibrium geometry (the ωB97M-V functional and the def2-TZVPD basis, the Open Molecules 2025 dataset).

Atoms and positions in Å:
1 C -1.122298 -0.091315 -0.031812
2 C 1.673937 -0.048496 -0.220485
3 H -2.959819 0.562662 -0.123192
4 H -0.636379 2.055784 0.392140
5 H 2.772946 -0.214224 -0.418552
6 H 1.318930 -1.929215 0.442185
7 N -2.402109 -0.234615 -0.078522
8 N -0.269312 1.034787 0.213199
9 N 1.063762 1.046869 -0.239134
10 N 0.880814 -1.044206 0.415437
11 O -0.320473 -1.138031 -0.351260

Forces on the atoms, in the same order (eV/Å):
-1.000 1.465 -0.047
-0.121 -1.241 1.729
-0.683 1.818 0.191
0.787 -3.223 -0.787
-1.520 0.488 0.038
-0.063 -1.343 -0.300
3.444 -1.664 -0.094
-0.661 1.605 0.258
-0.528 2.308 -0.871
0.822 0.661 -0.481
-0.476 -0.875 0.365

orbital gap: 9.999 eV
strongest force on any atom: 3.83 eV/A
relative energy (zero: lowest compared OMol25 entry of this formula, charge and spin): 386.8 kJ/mol

Atomic partial charges in e from the Mulliken method, atoms 1 to 5: 0.561, 0.078, 0.220, 0.266, 0.331

(2)
# C6H12N2O

2 unconnected molecules or ions with the total composition C6H12N2O in a non-equilibrium geometry (the ωB97M-V functional and the def2-TZVPD basis, the Open Molecules 2025 dataset).

Atoms and positions in Å:
1 C 1.609679 0.255961 2.254959
2 C 0.679371 -0.117103 0.328926
3 C -0.017288 -0.181307 -2.001362
4 C -1.191780 1.228648 -0.255689
5 C -1.348483 -1.366437 -0.209465
6 C -0.563783 -0.101993 -0.532057
7 N 2.393421 0.822196 1.153279
8 N 1.751112 0.733089 0.119658
9 O 0.525461 -0.400076 1.610675
10 H 2.351484 -0.321022 2.899995
11 H 1.176879 1.232487 2.855438
12 H 1.618497 -1.331763 -0.431401
13 H 0.813806 0.488052 -1.925177
14 H -0.868813 0.063211 -2.684736
15 H 0.233402 -1.106305 -2.340973
16 H -0.546535 2.058544 0.127030
17 H -1.646193 1.745605 -1.206353
18 H -2.125864 1.185965 0.459148
19 H -2.435672 -0.950621 -0.194326
20 H -1.215339 -1.787694 0.829162
21 H -1.193364 -2.149437 -0.856732

Forces on the atoms, in the same order (eV/Å):
0.530 2.187 1.651
0.782 -4.363 -3.193
-2.825 2.651 1.201
-3.696 2.811 -0.251
-3.209 2.642 3.093
2.480 -1.329 -0.508
0.523 1.576 1.494
0.761 0.411 -1.137
0.286 0.206 1.979
-1.603 0.108 -0.682
1.133 -2.527 -1.060
-1.910 1.896 1.373
0.401 0.550 -1.292
0.859 0.689 0.405
1.214 -2.826 -0.216
-0.097 -1.026 -0.085
0.789 -1.262 1.452
1.911 -0.122 -1.105
1.382 -1.495 -0.366
0.105 0.756 -0.977
0.183 -1.530 -1.776

orbital gap (alpha / beta): 8.856 / 8.856 eV
strongest force on any atom: 5.46 eV/A
relative energy (zero: lowest compared OMol25 entry of this formula, charge and spin): 533.6 kJ/mol

Atomic partial charges in e from the Mulliken method, atoms 1 to 5: -0.194, -0.279, -1.889, -1.431, -1.591

(3)
# C11H30Mg2NO11S5

A molecular structure, C11H30Mg2NO11S5 in a non-equilibrium geometry (the ωB97M-V functional and the def2-TZVPD basis, the Open Molecules 2025 dataset).

Atoms and positions in Å:
1 Mg -33.276963 35.065478 -25.580500
2 Mg -34.040006 33.108916 -22.638537
3 N -31.098577 33.335020 -24.097282
4 O -31.483532 34.185480 -24.943765
5 O -29.944394 32.959882 -24.057079
6 O -31.931221 32.948639 -23.226193
7 C -34.252536 35.401455 -23.399074
8 O -34.010225 35.014815 -22.200617
9 O -33.607247 36.309331 -24.039368
10 O -34.399655 34.364267 -24.157403
11 C -35.767904 35.871571 -28.965189
12 S -35.781296 36.652142 -27.312462
13 O -34.592295 36.069536 -26.609904
14 C -37.158158 35.634251 -26.667173
15 H -35.588530 34.808686 -28.816821
16 H -34.920358 36.357218 -29.449135
17 H -36.660458 35.987350 -29.576458
18 H -37.218010 35.846638 -25.602152
19 H -36.783416 34.615930 -26.772770
20 H -38.067686 35.796565 -27.236719
21 C -31.711831 33.238042 -28.777080
22 S -32.983820 32.471669 -27.697943
23 O -33.469821 33.632070 -26.835470
24 C -34.252568 32.166073 -28.998634
25 H -30.808871 33.379703 -28.186524
26 H -32.068424 34.183186 -29.177047
27 H -31.496073 32.485294 -29.536242
28 H -34.210108 33.012708 -29.679079
29 H -35.243990 32.151650 -28.541181
30 H -34.127812 31.179783 -29.438354
31 C -31.485698 33.682913 -19.985912
32 S -32.375948 32.097756 -20.011491
33 O -33.375134 32.206803 -21.162253
34 C -31.103129 30.998630 -20.678856
35 H -31.004799 33.791331 -19.018600
36 H -32.089683 34.512753 -20.345514
37 H -30.717172 33.584297 -20.759830
38 H -30.913077 31.372090 -21.687946
39 H -31.571948 30.019239 -20.783791
40 H -30.193179 30.859105 -20.101353
41 C -32.802469 37.389401 -19.501220
42 S -32.580769 39.132522 -20.076623
43 O -31.258371 39.209343 -20.775988
44 C -33.832727 39.010453 -21.406887
45 H -31.988793 37.012230 -18.890616
46 H -32.814622 36.753900 -20.389898
47 H -33.801924 37.480319 -19.078271
48 H -34.747637 38.538065 -21.063621
49 H -33.281042 38.421679 -22.143800
50 H -33.968779 40.006500 -21.819794
51 C -36.404496 31.276598 -25.313512
52 S -34.678850 30.776153 -25.007750
53 O -34.108827 31.598136 -23.902130
54 C -35.083927 29.105835 -24.446346
55 H -36.811938 30.664954 -26.117678
56 H -36.373299 32.329345 -25.583305
57 H -36.978573 31.066504 -24.411465
58 H -35.249636 28.368512 -25.230054
59 H -35.955989 29.163939 -23.792005
60 H -34.285891 28.674881 -23.838493

Forces on the atoms, in the same order (eV/Å):
0.336 0.111 0.836
1.028 0.490 -1.141
-0.348 0.486 1.148
0.092 0.213 -0.745
-0.342 -0.087 -0.351
0.540 0.023 -0.266
6.618 -1.195 -0.467
-1.908 2.118 1.958
-1.517 1.993 1.404
-3.775 -2.711 -1.862
0.526 0.232 0.281
-0.865 -0.861 -0.155
-0.249 0.636 -0.873
1.030 0.115 0.001
0.170 0.019 0.090
-0.025 -0.226 -0.225
-0.155 0.388 0.302
-0.331 0.182 -0.065
-0.158 -0.071 -0.077
-0.098 0.135 0.154
-0.300 -0.927 0.451
0.436 0.792 -0.166
-0.270 -1.453 -1.516
-0.083 0.635 0.816
-0.124 0.052 0.194
-0.164 -0.069 -0.079
-0.010 0.217 -0.222
0.006 -0.276 -0.364
0.173 0.108 0.318
0.473 0.154 -0.227
0.871 -0.830 -1.130
-0.188 0.376 -0.012
0.295 -0.810 1.523
-0.441 -0.099 -0.754
-0.237 0.237 0.119
-0.523 -0.123 0.549
0.096 0.039 0.171
0.230 0.080 0.107
-0.165 0.067 0.154
-0.108 0.487 0.298
-0.255 0.717 -1.310
0.721 -0.589 -0.066
-0.606 0.058 0.219
1.141 -0.100 0.083
-0.164 0.560 0.571
-0.283 0.106 -0.109
0.140 -0.699 0.529
-0.076 0.060 -0.064
-0.421 -0.228 -0.112
-0.220 0.066 0.190
0.555 -0.233 0.427
-0.188 -0.488 -1.449
-0.926 -0.944 0.307
-0.041 -0.234 1.243
0.176 0.010 -0.119
-0.125 0.038 0.097
-0.064 0.341 0.035
-0.123 0.524 -0.461
-0.051 -0.072 -0.097
0.273 0.456 -0.095

orbital gap: 7.538 eV
strongest force on any atom: 6.74 eV/A
net charge: +1

Atomic partial charges in e from the Mulliken method, atoms 1 to 5: 0.814, 1.314, 0.667, -0.704, -0.634

(4)
# C22H42O19PS3Tl

A molecular structure, C22H42O19PS3Tl in a non-equilibrium geometry (the ωB97M-V functional and the def2-TZVPD basis, the Open Molecules 2025 dataset).

Atoms and positions in Å:
1 Tl 2.952906 2.086364 -3.141821
2 P 0.853004 0.812160 -1.067595
3 O 0.964315 2.330554 -1.085135
4 O 0.665643 0.481611 -2.539022
5 O -0.111289 0.251309 -0.053586
6 O 2.293380 0.229566 -0.938755
7 C -2.019698 -0.788628 4.945323
8 C -1.987767 -1.269790 3.510043
9 C -0.672377 -1.779962 2.829752
10 O -1.092631 -2.911918 2.113917
11 C -2.169389 -3.446441 2.721969
12 O -2.658938 -4.523301 2.599513
13 O -2.716252 -2.493894 3.501327
14 H -1.306287 0.023618 5.153246
15 H -1.645997 -1.526452 5.654826
16 H -2.967146 -0.327242 5.212371
17 H -2.247645 -0.476489 2.806424
18 H 0.152331 -2.053302 3.500435
19 H -0.290479 -1.022699 2.144071
20 C -3.274410 2.831490 0.370911
21 C -3.855420 1.559311 -0.160294
22 C -3.257821 0.316143 0.491912
23 O -4.283607 -0.094063 1.385696
24 C -5.439456 0.523599 1.047392
25 O -6.480740 0.258984 1.549880
26 O -5.259546 1.344526 0.003661
27 H -2.188202 2.890032 0.331690
28 H -3.635843 3.093318 1.371216
29 H -3.605361 3.724182 -0.175723
30 H -3.643283 1.465312 -1.227443
31 H -2.328049 0.545171 1.017231
32 H -2.873285 -0.412457 -0.227567
33 C 0.139759 3.703503 1.787363
34 C 0.030535 2.449508 2.624970
35 C 1.260267 1.497848 2.569300
36 O 1.741268 1.492926 3.932053
37 C 1.069657 2.353927 4.682776
38 O 1.345555 2.636857 5.807752
39 O 0.019678 2.839968 3.996536
40 H 1.021646 4.295646 2.025011
41 H -0.722958 4.258647 2.178423
42 H 0.022134 3.601660 0.713090
43 H -0.753604 1.732520 2.368748
44 H 2.146030 1.923552 2.090343
45 H 0.988010 0.487210 2.289305
46 C -1.949792 -1.560756 -3.161748
47 C -0.712133 -2.326945 -2.715401
48 C -0.924008 -2.893583 -1.312444
49 O -1.006453 -4.299650 -1.529618
50 C -0.761344 -4.587332 -2.825374
51 O -0.717444 -5.705141 -3.235039
52 O -0.662010 -3.485366 -3.566369
53 H -2.130485 -0.773667 -2.417079
54 H -2.842543 -2.182069 -3.128888
55 H -1.795939 -1.021749 -4.096088
56 H 0.172992 -1.710535 -2.790394
57 H -1.713093 -2.467298 -0.693703
58 H -0.046525 -2.707274 -0.678570
59 C 3.877956 -1.020768 1.571410
60 S 3.509437 -2.485714 2.626653
61 O 4.505204 -3.468947 2.087982
62 C 4.276594 -1.740550 4.093421
63 H 4.961961 -0.981388 1.622925
64 H 3.488930 -0.134566 2.081359
65 H 3.380840 -1.110351 0.613524
66 H 3.499373 -1.082505 4.502976
67 H 5.110396 -1.125173 3.768175
68 H 4.503664 -2.418429 4.911039
69 C -1.290723 5.088763 -3.990608
70 S -0.820917 3.455903 -4.595729
71 O 0.675735 3.409352 -4.446631
72 C -1.686720 2.527945 -3.270543
73 H -2.366511 5.096916 -4.232816
74 H -0.934153 5.945363 -4.558634
75 H -1.265585 5.313212 -2.925146
76 H -1.219990 2.680403 -2.295625
77 H -1.516432 1.454921 -3.399523
78 H -2.759752 2.697027 -3.320737
79 C 3.326228 -2.344504 -2.983972
80 S 3.606805 -1.655723 -4.652158
81 O 3.887884 -0.196746 -4.394100
82 C 5.248430 -2.375601 -4.802433
83 H 4.093776 -1.814260 -2.400415
84 H 3.554598 -3.407338 -2.936162
85 H 2.505721 -2.022473 -2.353636
86 H 5.237660 -3.398987 -5.186590
87 H 5.918712 -2.186571 -3.972063
88 H 5.600990 -1.892195 -5.722727

Forces on the atoms, in the same order (eV/Å):
0.419 -0.445 -0.212
6.881 -3.855 2.526
-1.741 1.024 -0.697
-3.102 1.073 -2.396
-1.075 0.712 -0.607
-1.489 1.088 1.036
1.466 1.079 0.197
1.793 -0.746 0.134
0.579 1.068 1.083
0.431 -0.960 -0.697
-1.147 0.413 0.176
0.798 0.228 -0.362
-1.241 0.418 0.099
0.036 0.129 -0.630
-0.669 -0.431 -0.121
-0.276 -0.587 0.030
-1.438 -0.349 0.212
-0.254 -0.056 0.141
-0.070 -0.288 -0.205
-0.976 1.858 0.321
1.015 -1.059 -1.218
0.918 0.555 0.324
0.623 -0.205 -0.199
-0.705 -1.261 0.157
-0.010 0.418 0.053
0.436 1.081 0.145
0.037 -0.529 0.089
0.308 -0.552 0.232
-0.111 -0.322 -0.377
-0.234 0.316 -0.082
-0.322 0.249 0.438
-0.992 -0.533 0.006
-1.357 0.330 0.804
2.054 -1.395 -0.523
0.950 1.069 1.036
0.262 -0.886 -0.092
-0.047 0.022 0.684
-0.235 0.004 -0.315
-0.958 0.414 -0.040
0.177 -0.258 0.009
0.139 0.466 -0.482
0.121 -0.329 -0.040
-0.891 0.932 0.221
-0.516 -0.373 -1.025
0.387 0.037 -0.270
0.337 1.180 0.749
-2.344 0.035 -0.301
1.762 -0.082 0.619
-0.254 0.395 0.274
-0.559 -1.372 0.406
0.172 0.326 -0.175
1.024 0.724 0.108
0.060 0.029 0.006
0.106 -0.171 -0.384
-0.187 -0.429 -0.252
0.492 -0.012 -0.241
-0.661 -0.408 -0.587
0.132 -0.122 -0.170
-0.811 -0.015 1.460
1.557 0.193 -0.631
-0.607 -0.193 0.276
-1.080 0.692 0.219
0.064 -0.083 -0.622
-0.056 0.006 -0.125
0.322 -0.064 -0.240
0.122 0.180 -0.098
0.266 -0.223 0.190
0.227 -0.438 -0.428
-2.039 0.342 -0.374
0.554 0.842 0.684
-0.393 -0.720 0.354
0.845 -0.840 0.038
0.025 0.010 0.104
0.685 -0.433 -0.189
0.628 -0.527 0.087
-0.244 0.756 0.005
-0.016 0.132 -0.613
0.054 0.367 0.051
1.314 0.626 0.809
0.050 -0.219 1.429
-0.300 0.168 -0.144
-0.018 0.024 -1.937
0.392 -0.274 -0.305
-0.335 -0.044 -0.164
-1.008 -0.101 -0.838
-0.338 -0.262 0.816
-0.189 -0.020 0.172
0.279 0.461 0.395

orbital gap: 2.206 eV
strongest force on any atom: 8.28 eV/A

Atomic partial charges in e from the Mulliken method, atoms 1 to 5: 0.871, -0.012, -0.433, -0.426, 0.591

- What is the formula in the second record?
  C6H12N2O